Entry 1:
# C16H17INO6P2PdSTe

C16H17INO6P2PdSTe as an isolated structure (wB97M-V/def2-TZVPD, OMol25).

Cartesian coordinates (Å):
Pd (-0.63, 0.10, 0.73)
N (-3.42, 0.41, 2.79)
C (-3.76, 0.74, 1.36)
C (-5.19, 1.24, 1.29)
P (-3.65, -0.83, 0.32)
O (-4.14, -1.83, 1.57)
O (-4.67, -0.74, -0.74)
O (-2.25, -1.27, 0.00)
P (-2.47, 2.04, 0.88)
O (-3.38, 3.38, 0.68)
O (-1.67, 2.19, 2.14)
O (-1.82, 1.76, -0.44)
H (-3.42, -0.61, 2.92)
H (-4.06, 0.85, 3.44)
H (-2.47, 0.82, 2.96)
H (-5.88, 0.48, 1.68)
H (-5.46, 1.41, 0.25)
H (-5.31, 2.18, 1.83)
H (-3.70, -2.68, 1.43)
H (-3.54, 3.48, -0.27)
I (-0.29, -1.26, 3.07)
C (2.25, -1.09, 0.24)
C (3.29, -1.93, 0.45)
C (3.67, -2.84, -0.56)
C (3.03, -2.84, -1.77)
C (1.94, -1.97, -2.02)
C (1.28, -1.91, -3.26)
C (0.26, -1.01, -3.46)
C (-0.19, -0.18, -2.41)
C (0.41, -0.25, -1.19)
C (1.51, -1.11, -0.98)
H (3.85, -1.89, 1.38)
H (4.50, -3.52, -0.38)
H (3.36, -3.51, -2.56)
H (1.58, -2.58, -4.06)
H (-0.22, -0.95, -4.43)
H (-1.03, 0.49, -2.57)
Te (1.85, 0.59, 1.53)
C (3.50, 1.47, 0.45)
C (4.80, 1.49, 0.86)
C (5.71, 1.89, -0.16)
C (5.08, 2.17, -1.33)
S (3.38, 1.95, -1.21)
H (5.09, 1.21, 1.86)
H (6.78, 1.95, -0.02)
H (5.51, 2.51, -2.26)

Calculated values
net charge = -1
HOMO-LUMO gap (spin up / spin down) = 6.343 / 7.253 eV
2S+1 = 3
⟨S²⟩ = 2.018

---

Entry 2:
# C16H17IrN9O4

C16H17IrN9O4 as an isolated structure (wB97M-V/def2-TZVPD, OMol25).

Cartesian coordinates (Å):
Ir (0.52, -0.73, -0.56)
O (-2.67, 0.92, 3.52)
C (-2.08, 2.02, 3.06)
C (-2.53, 3.23, 3.61)
C (-1.98, 4.42, 3.21)
C (-0.96, 4.47, 2.23)
C (-0.52, 3.30, 1.68)
C (-1.06, 2.05, 2.07)
C (-0.55, 0.87, 1.46)
O (0.38, 0.93, 0.57)
N (-0.98, -0.36, 1.86)
N (-0.38, -1.29, 1.13)
C (0.09, -2.38, 1.79)
C (1.25, -2.93, 1.32)
C (1.87, -4.19, 1.64)
C (2.83, -4.84, 0.94)
C (3.44, -4.56, -0.36)
C (2.94, -3.80, -1.34)
N (1.83, -2.20, 0.21)
H (-2.26, 0.13, 3.13)
H (-3.30, 3.19, 4.36)
H (-2.33, 5.34, 3.65)
H (-0.53, 5.41, 1.94)
H (0.27, 3.31, 0.94)
H (-0.40, -2.71, 2.70)
H (1.51, -4.66, 2.55)
H (3.21, -5.75, 1.40)
H (4.37, -5.06, -0.57)
H (3.37, -3.56, -2.30)
N (1.68, -3.16, -1.00)
N (0.93, -2.31, -1.88)
C (1.91, -1.30, -2.77)
O (2.55, -1.78, -3.63)
O (1.69, -0.19, -2.22)
H (2.85, -2.13, 0.33)
H (1.06, -3.89, -0.62)
H (0.28, -2.86, -2.44)
N (-0.85, 2.97, -3.79)
C (-2.04, 2.91, -3.21)
N (-3.00, 3.76, -3.55)
N (-2.36, 2.01, -2.26)
C (-1.57, 1.08, -1.89)
N (-0.98, 0.15, -1.53)
H (-0.64, 3.66, -4.50)
H (-0.10, 2.36, -3.51)
H (-2.86, 4.48, -4.23)
H (-3.90, 3.67, -3.11)

Calculated values
net charge = +2
HOMO-LUMO gap (spin up / spin down) = 6.777 / 5.247 eV
ΔE to the lowest compared entry with this formula, charge and spin = 0.058 eV
2S+1 = 2
⟨S²⟩ = 0.778

---

Entry 3:
# C16H17N

A 2-piece molecular cluster, C16H17N overall (wB97M-V/def2-TZVPD, OMol25).

Cartesian coordinates (Å):
C (0.28, 2.74, 2.51)
C (1.61, -0.70, 3.13)
C (1.18, 0.61, 3.33)
C (1.96, -1.16, 1.95)
C (1.19, 1.60, 2.43)
C (2.17, -0.12, 0.92)
C (1.75, 1.16, 1.20)
H (1.71, -1.28, 4.15)
H (1.03, 0.82, 4.43)
H (2.08, -2.23, 1.55)
H (2.40, -0.39, -0.12)
H (-0.82, 2.49, 2.87)
H (0.29, 3.43, 1.71)
H (1.76, 1.83, 0.33)
H (0.72, 3.40, 3.22)
C (0.14, -1.23, -4.21)
C (-1.05, 0.33, -1.05)
C (-1.16, -0.80, -1.94)
C (-0.04, -0.51, -2.92)
C (0.82, 0.48, -2.40)
C (-1.86, 0.40, 0.14)
C (-2.62, -0.73, 0.43)
C (-2.69, -1.83, -0.45)
C (-1.91, -1.89, -1.62)
N (0.03, 1.18, -1.39)
H (-2.04, 1.26, 0.71)
H (-3.05, -0.76, 1.31)
H (0.52, 1.51, -0.65)
H (-3.29, -2.57, -0.12)
H (1.56, 1.12, -2.68)
H (-2.01, -2.87, -2.13)
H (-0.98, -1.44, -4.37)
H (0.63, -2.17, -4.07)
H (0.61, -0.54, -4.97)

Calculated values
SMILES = Cc1c[nH]c2ccccc12.Cc1ccccc1
net charge = 0
HOMO-LUMO gap = 8.761 eV
ΔE to the lowest compared entry with this formula, charge and spin = 3.942 eV